1.
77
Properties=species:S:1:pos:R:3 method="wB97M-V/def2-TZVPD" total_charge=+1 e_lumo_ev=-3.59 e_homo_ev=-12.4 total_energy_ha=-2999.9718
O 0.860 0.396 -4.364
C 0.074 1.296 -4.413
I -1.865 1.088 -5.238
C 0.362 2.653 -3.789
P 1.283 2.459 -2.253
Cl 3.208 2.336 -2.668
C 1.018 3.858 -1.180
B 0.400 3.498 0.262
O -0.197 2.294 0.506
O 0.389 4.498 1.198
H 0.937 3.285 -4.477
H -0.567 3.187 -3.551
H 0.947 1.252 -1.642
H 1.952 4.424 -1.106
H 0.292 4.522 -1.673
H 0.251 1.673 1.092
H 1.265 4.847 1.410
C -3.551 -1.489 2.350
C -2.957 -0.149 1.982
O -1.734 -0.300 1.224
C -1.891 -0.586 -0.060
O -2.922 -0.669 -0.669
O -0.670 -0.784 -0.588
C -0.678 -1.204 -1.956
H -2.819 -2.097 2.883
H -4.415 -1.343 2.998
H -3.875 -2.032 1.464
H -2.658 0.402 2.870
H -3.656 0.462 1.414
H -1.263 -0.524 -2.582
H -1.078 -2.211 -2.053
H 0.364 -1.205 -2.265
C -0.914 -7.709 3.981
C 0.541 -7.360 3.763
O 0.725 -6.537 2.594
C 0.432 -5.253 2.750
O 0.066 -4.715 3.762
O 0.619 -4.637 1.577
C 0.302 -3.247 1.595
H -1.330 -8.176 3.087
H -1.006 -8.407 4.813
H -1.499 -6.820 4.211
H 1.129 -8.252 3.560
H 0.968 -6.855 4.628
H 0.834 -2.736 2.395
H -0.770 -3.100 1.721
H 0.613 -2.851 0.633
C -3.431 3.710 1.042
C -3.040 5.148 0.788
O -4.010 5.829 -0.017
C -5.105 6.229 0.641
O -5.307 6.084 1.817
O -5.918 6.813 -0.231
C -7.162 7.265 0.324
H -3.624 3.200 0.095
H -2.631 3.187 1.566
H -4.336 3.641 1.644
H -2.117 5.193 0.211
H -2.877 5.692 1.718
H -6.988 7.904 1.186
H -7.775 6.414 0.615
H -7.651 7.824 -0.466
C 5.588 -4.344 -1.870
C 6.936 -3.720 -1.589
O 7.189 -2.587 -2.445
C 6.593 -1.460 -2.099
O 5.885 -1.276 -1.141
O 6.905 -0.523 -3.006
C 6.317 0.743 -2.738
H 5.503 -4.606 -2.925
H 5.469 -5.250 -1.277
H 4.779 -3.660 -1.617
H 7.741 -4.414 -1.816
H 7.030 -3.411 -0.549
H 6.558 1.083 -1.733
H 5.235 0.677 -2.853
H 6.725 1.435 -3.470

=====

2.
64
Properties=species:S:1:pos:R:3 method="wB97M-V/def2-TZVPD" e_lumo_ev=0.54 e_above_lowest_kcal_mol=6.0 e_homo_ev=-7.8 total_energy_ha=-1379.5112
C -6.025 -1.947 0.954
H -6.391 -2.933 1.228
H -5.367 -1.593 1.743
H -6.879 -1.277 0.882
C -5.290 -2.035 -0.390
N -4.668 -0.832 -0.882
C -3.290 -0.604 -0.561
H -2.975 0.313 -1.070
C -2.926 -0.485 0.940
N -1.550 -0.069 1.088
C -0.543 -0.953 1.215
O -0.708 -2.139 1.415
C 0.873 -0.374 1.056
C 0.979 1.100 1.265
C 1.366 1.657 2.474
C 1.455 3.033 2.613
C 1.152 3.864 1.547
C 0.757 3.319 0.339
C 0.674 1.940 0.191
C 0.218 1.377 -1.112
O -0.409 2.048 -1.918
N 0.517 0.075 -1.319
C 0.184 -0.551 -2.575
H 1.091 -0.842 -3.110
H -0.376 0.168 -3.170
H -0.429 -1.438 -2.402
C 1.325 -0.688 -0.388
C 2.788 -0.401 -0.553
C 3.368 0.679 -1.154
N 4.729 0.600 -1.073
C 5.055 -0.545 -0.403
C 6.299 -1.070 -0.067
C 6.323 -2.265 0.618
C 5.143 -2.931 0.965
C 3.909 -2.419 0.637
C 3.854 -1.210 -0.056
H 3.002 -2.941 0.906
H 5.210 -3.866 1.501
H 7.272 -2.700 0.895
H 7.213 -0.561 -0.334
C 5.660 1.555 -1.600
H 6.318 1.085 -2.336
H 6.276 1.973 -0.800
H 5.113 2.363 -2.082
H 2.903 1.510 -1.652
H 1.141 -1.753 -0.580
H 0.505 3.943 -0.505
H 1.222 4.936 1.659
H 1.763 3.456 3.557
H 1.603 1.010 3.305
H 1.520 -0.918 1.749
H -1.336 0.883 0.832
H -3.568 0.240 1.443
H -3.019 -1.458 1.425
H -2.697 -1.433 -0.968
C -5.502 0.313 -1.151
C -5.653 1.351 -0.030
H -6.002 0.892 0.891
H -4.706 1.850 0.161
H -6.375 2.105 -0.335
H -5.090 0.825 -2.031
H -6.489 -0.068 -1.423
H -6.011 -2.370 -1.148
H -4.508 -2.795 -0.319

=====

3.
112
Properties=species:S:1:pos:R:3 method="wB97M-V/def2-TZVPD" total_charge=-1 e_lumo_ev="1.35 / 1.36" e_above_lowest_kcal_mol=18.0 multiplicity=3 e_homo_ev="-3.5 / -3.5" total_energy_ha=-4921.8093
Mo -1.325 -1.128 -0.322
O -3.093 0.681 -0.644
C -3.489 0.990 -2.052
C -2.206 0.805 -2.822
O -1.924 1.434 -3.807
O -1.327 -0.173 -2.209
C -3.742 2.581 -2.208
C -3.855 3.491 -1.151
C -4.074 4.864 -1.408
C -4.064 5.291 -2.715
C -4.011 4.447 -3.801
C -3.755 3.091 -3.541
C -4.599 0.082 -2.605
C -6.014 0.002 -2.461
C -6.884 -0.590 -3.375
C -6.402 -1.298 -4.437
C -5.018 -1.457 -4.555
C -4.153 -0.797 -3.675
H -3.939 0.251 -0.347
H -3.830 3.204 -0.114
H -4.048 5.616 -0.622
H -4.323 6.332 -2.936
H -4.194 4.829 -4.804
H -3.803 2.357 -4.337
H -6.467 0.434 -1.567
H -7.961 -0.438 -3.212
H -7.033 -1.690 -5.229
H -4.618 -2.118 -5.332
H -3.091 -0.968 -3.871
N 0.311 0.300 0.667
S 1.404 1.264 0.516
N 2.367 1.770 1.799
S 3.080 1.104 2.972
N 1.133 -2.845 1.506
S 0.172 -3.627 0.782
N -0.226 -2.576 -0.314
C 1.059 -4.647 -0.565
C 1.500 -5.994 -0.473
C 1.995 -6.556 -1.691
C 2.147 -5.770 -2.900
C 1.773 -4.436 -2.866
C 1.256 -3.774 -1.756
C -0.961 -4.586 1.826
C -2.261 -4.675 1.252
C -3.178 -5.634 1.778
C -2.790 -6.546 2.736
C -1.445 -6.516 3.096
C -0.537 -5.480 2.791
C 4.851 1.215 2.311
C 5.297 1.901 1.207
C 6.673 2.201 1.181
C 7.503 1.869 2.241
C 7.035 1.190 3.350
C 5.739 0.882 3.333
C 3.175 2.604 4.250
C 2.752 3.786 3.620
C 2.322 4.778 4.644
C 2.845 4.759 6.065
C 3.606 3.660 6.411
C 3.633 2.529 5.493
C 1.324 3.056 0.100
C 1.519 3.725 -1.103
C 1.411 5.088 -1.100
C 0.947 5.727 0.065
C 0.370 5.012 1.094
C 0.698 3.636 1.176
C 2.693 0.328 -0.513
C 2.851 0.552 -1.919
C 3.856 -0.212 -2.543
C 4.752 -1.099 -1.914
C 4.511 -1.327 -0.579
C 3.509 -0.677 0.151
H 1.264 -6.620 0.315
H 2.471 -7.501 -1.673
H 2.818 -6.076 -3.720
H 1.895 -3.862 -3.802
H 0.941 -2.752 -1.867
H -2.613 -4.104 0.416
H -4.150 -5.778 1.223
H -3.400 -7.372 3.009
H -1.052 -7.204 3.827
H 0.461 -5.398 3.216
H 4.663 2.345 0.433
H 7.040 2.762 0.369
H 8.566 2.001 2.325
H 7.643 0.960 4.193
H 5.399 0.435 4.261
H 2.333 3.819 2.607
H 1.489 5.383 4.340
H 2.704 5.459 6.818
H 4.018 3.570 7.438
H 3.914 1.583 5.901
H 1.614 3.102 -1.985
H 1.353 5.683 -2.042
H 0.879 6.826 -0.001
H -0.210 5.335 1.927
H 0.241 3.084 1.965
H 2.308 1.337 -2.427
H 4.068 -0.049 -3.582
H 5.458 -1.744 -2.475
H 5.042 -2.191 -0.171
H 3.502 -0.881 1.207
Cl -2.075 -0.748 1.966
F -4.335 -4.611 -0.653
C -5.029 -3.394 -0.979
F -6.235 -3.704 -0.539
F -5.258 -3.360 -2.332
C -4.289 -2.207 -0.472
O -4.966 -1.353 0.135
O -3.027 -2.319 -0.780
H 1.957 -2.416 1.015
I -4.828 5.874 2.576

=====

4.
19
Properties=species:S:1:pos:R:3 method="wB97M-V/def2-TZVPD" e_lumo_ev=0.60 e_above_lowest_kcal_mol=70.2 e_homo_ev=-8.3 total_energy_ha=-273.7967
C 2.107 0.934 0.529
C 1.251 0.452 -0.641
C -0.779 0.126 -1.721
C -1.438 -1.095 -1.174
C -1.197 -1.230 0.342
C -0.934 0.223 0.751
C -0.260 0.822 -0.502
H 3.156 0.671 0.357
H 2.045 2.022 0.643
H 1.805 0.475 1.476
H 1.619 0.891 -1.573
H 1.369 -0.635 -0.746
H -2.493 -0.811 -1.367
H -1.279 -1.994 -1.780
H -2.039 -1.683 0.875
H -0.317 -1.858 0.534
H -0.342 0.319 1.667
H -1.886 0.741 0.928
H -0.328 1.915 -0.562